(1)
The following is a DFT calculation (ωB97M-V/def2-TZVPD) of C52H45N5O2PS2SbSr as an isolated structure at a distorted geometry.

Structure (XYZ):
```
109
Properties=species:S:1:pos:R:3:lowdin_charge:R:1
Sr -0.23789 1.06140 0.06466 1.1282
O -1.58608 3.50759 -4.28706 0.0339
C -2.48174 2.48456 -4.47916 -0.2721
C -2.90862 2.16317 -5.72585 -0.0441
C -3.68466 1.05763 -5.90671 -0.1208
C -4.09094 0.31000 -4.83560 -0.0909
C -3.64700 0.62945 -3.54652 -0.0154
C -2.88344 1.75747 -3.36834 -0.0883
C -2.49693 2.12077 -1.95203 -0.4926
O -1.27682 2.50116 -1.79085 -0.2012
N -3.43890 1.98008 -1.06846 0.0745
N -2.85135 2.15578 0.19735 -0.0256
C -3.51257 2.01002 1.29466 -0.1327
C -2.71796 2.19677 2.50189 -0.2726
C -3.30560 2.86572 3.59675 -0.0574
C -2.54312 3.07021 4.69489 -0.0707
C -1.14255 2.79156 4.65933 -0.0156
C -0.61035 2.25166 3.50339 -0.1782
N -1.38294 1.92022 2.56816 0.0588
H -1.14766 3.39982 -3.40463 0.0877
H -2.59074 2.74718 -6.59291 0.1191
H -4.08611 0.78102 -6.87546 0.0980
H -4.62848 -0.63394 -4.99426 0.1029
H -3.95487 0.10343 -2.64265 0.0784
H -4.60028 1.87719 1.35509 0.1267
H -4.35315 3.19385 3.56750 0.1163
H -2.89137 3.50103 5.61532 0.0938
H -0.52624 2.91087 5.50378 0.0862
H 0.49710 1.91584 3.46073 0.1475
N -0.89038 -7.10533 0.86332 -0.0122
C -0.58711 -7.92104 1.63110 -0.1604
H -1.32385 -6.34446 0.24770 -0.1040
C 4.31432 0.10364 2.45398 -0.0758
C 3.69246 1.36768 2.87352 -0.2250
C 4.26137 2.13968 3.87382 -0.0900
C 3.79817 3.43374 4.15208 -0.1621
C 2.79936 3.99991 3.38200 -0.0931
C 2.16783 3.18412 2.40713 -0.2935
C 1.14310 3.87726 1.56377 -0.0914
C 2.58091 1.86908 2.08040 -0.4449
N 1.91420 1.21140 1.09758 -0.3670
H 4.87581 -0.51358 3.17003 0.0873
H 4.91330 0.37560 1.62374 0.0508
H 3.59297 -0.56094 1.94916 0.0376
H 5.03123 1.77292 4.52180 0.0839
H 4.26198 3.97997 4.97879 0.0709
H 2.49592 5.04391 3.52252 0.0914
H 0.96972 4.86936 1.97072 0.0717
H 0.27760 3.26659 1.43622 0.0001
H 1.51592 4.13633 0.56518 0.0738
C 3.50900 -1.79499 -5.50042 -0.1272
C 3.90027 -0.49073 -5.17384 -0.1105
C 3.86900 -0.06520 -3.84363 -0.1653
C 3.57311 -0.92476 -2.76970 -0.3107
C 3.32234 -2.27686 -3.13447 -0.1306
C 3.24041 -2.67048 -4.46307 -0.1220
Sb 2.73139 0.05934 -0.83144 1.4370
C 4.33934 1.42798 -0.75111 -0.3612
C 4.10153 2.73253 -0.33961 -0.1616
C 4.97882 3.71475 -0.56012 -0.1024
C 6.29031 3.47114 -1.07755 -0.0909
C 6.56184 2.14949 -1.49281 -0.1203
C 5.63955 1.13133 -1.27158 -0.1335
C 2.95424 -1.90964 0.05994 -0.3902
C 1.77259 -2.44315 0.56832 -0.1634
C 1.75491 -3.68154 1.15182 -0.0965
C 2.94114 -4.36436 1.29180 -0.1069
C 4.16371 -3.76575 0.95592 -0.1219
C 4.16378 -2.52614 0.39472 -0.1663
H 3.50510 -1.97992 -6.48192 0.0403
H 4.15875 0.17304 -6.02281 0.0952
H 4.11727 0.93585 -3.73512 0.0582
H 3.26484 -3.04349 -2.35953 0.0846
H 2.97993 -3.70920 -4.74001 0.0975
H 3.04855 2.98833 -0.08158 0.0797
H 4.73377 4.72345 -0.38623 0.0811
H 6.90826 4.34272 -1.37009 0.0900
H 7.59139 1.96469 -1.94722 0.1062
H 5.79871 0.11459 -1.54628 0.0719
H 0.83405 -1.88433 0.36983 0.0032
H 0.79189 -4.14300 1.30016 0.0962
H 2.92796 -5.36984 1.74835 0.0994
H 5.11615 -4.28003 1.25125 0.1067
H 5.14774 -2.03323 0.15637 0.1189
S -2.62174 -4.85219 -0.49990 0.2216
P -2.93448 -2.92583 -0.13987 0.0622
S -1.47394 -1.83588 -0.94118 0.1795
C -3.12628 -2.66482 1.67149 -0.3788
C -3.24853 -3.70311 2.58673 -0.0719
C -3.45377 -3.35960 3.96188 -0.0938
C -3.65993 -2.04481 4.27339 -0.1235
C -3.48605 -0.98692 3.36176 -0.0739
C -3.21385 -1.36500 2.08848 -0.1523
C -4.68499 -2.42472 -0.77689 -0.3119
C -5.52240 -3.45438 -1.21337 -0.0999
C -6.78880 -3.12480 -1.67122 -0.1069
C -7.14987 -1.80077 -1.74215 -0.1206
C -6.28310 -0.77411 -1.36196 -0.0926
C -5.05901 -1.13746 -0.86496 -0.1650
H -3.08745 -4.73266 2.23366 0.0707
H -3.39094 -4.05143 4.81196 0.1004
H -3.72560 -1.84464 5.38284 0.1098
H -3.54351 0.12724 3.62737 0.1137
H -2.97444 -0.55007 1.33808 0.0789
H -5.15159 -4.44573 -1.20102 0.0320
H -7.45087 -3.85655 -2.08485 0.0889
H -8.23260 -1.58195 -2.00953 0.1119
H -6.68417 0.30194 -1.23455 0.1367
H -4.50727 -0.30169 -0.44207 0.0780
```

Summary:
Charge ... -2
HOMO energy ... -1.4 eV
Kohn-Sham gap ... 5.00 eV
ΔE to the lowest compared entry with this formula, charge and spin ... 205.01 kJ/mol
E_tot ... -3841.48987 hartree

(2)
The following is a DFT calculation (ωB97M-V/def2-TZVPD) of C52H46NNbO36P as an isolated structure at a distorted geometry.

Structure (XYZ):
```
137
Properties=species:S:1:pos:R:3:lowdin_charge:R:1
C 0.48502 -4.25455 -0.64827 -0.1095
C 1.25647 -3.95057 -1.96033 -0.3156
C 2.55223 -3.16155 -1.68572 -0.5185
C 2.32321 -1.71128 -2.22570 -0.2187
Nb 4.42600 -3.99634 -2.66150 1.1371
O 3.62483 -5.75671 -3.31576 -0.4689
N 3.03264 -5.59962 -4.56649 -0.1956
O 3.54896 -6.26023 -5.39228 0.0002
P 5.13683 -5.09903 -0.41130 0.6351
O 6.43056 -4.27997 0.24558 -0.4236
O 5.58420 -6.67643 -0.65174 -0.4052
H 0.69714 -3.49770 0.11058 0.0612
H 0.83591 -5.20600 -0.24670 0.0687
H -0.59071 -4.27471 -0.83323 0.0504
H 0.59235 -3.36875 -2.60747 0.0863
H 1.41487 -4.92222 -2.43179 0.0525
H 2.74896 -3.05261 -0.61516 0.0402
H 2.05771 -1.75933 -3.28227 0.0448
H 1.48739 -1.23390 -1.68773 0.0591
H 3.23880 -1.14051 -2.10139 0.0061
H 6.07916 -4.45086 -3.37337 -0.1459
H 5.23446 -2.46230 -2.12351 -0.1138
H 4.01358 -3.16346 -4.24923 -0.1026
H 6.53298 -3.47028 -0.27435 -0.0320
H 5.64814 -6.83681 -1.60262 0.0066
C 4.36565 2.71846 1.27679 0.0665
C 3.84561 1.65684 0.64010 -0.2280
C 4.54158 0.31646 0.61995 -0.2955
O 3.97589 -0.58175 0.03213 0.1009
C 5.82234 0.18925 1.28704 0.0869
C 6.34196 1.25145 1.91820 -0.2291
C 5.63184 2.58396 1.96126 -0.3089
O 6.17255 3.49087 2.57709 0.0800
O 7.50510 1.22976 2.55427 0.0990
O 2.69738 1.68597 -0.01498 0.1193
H 3.87533 3.68149 1.30029 0.1312
H 6.31886 -0.77054 1.25098 0.1364
H 7.62375 2.12511 2.92456 0.0863
H 2.57041 0.78161 -0.37687 0.1138
C -1.76831 -4.33557 -6.35436 0.0702
C -1.07480 -5.00259 -5.41134 -0.2242
C -1.69509 -5.36709 -4.07789 -0.3075
O -1.01987 -5.98718 -3.28186 0.1144
C -3.06076 -4.95017 -3.81849 0.0754
C -3.74099 -4.28074 -4.75938 -0.2656
C -3.13056 -3.94486 -6.09866 -0.3281
O -3.83868 -3.34253 -6.89341 0.0887
O -4.98221 -3.85729 -4.59316 0.0788
O 0.17422 -5.37613 -5.58147 0.1205
H -1.33613 -4.07068 -7.30874 0.1348
H -3.48925 -5.19627 -2.85702 0.1364
H -5.22755 -3.40822 -5.42547 0.1198
H 0.46399 -5.82331 -4.76076 0.1053
C 10.47176 -2.11576 -4.17297 0.0695
C 11.29528 -2.73390 -3.31872 -0.2398
C 10.90433 -3.01907 -1.88970 -0.3202
O 11.72575 -3.60303 -1.19854 0.0864
C 9.60843 -2.58731 -1.43056 0.0709
C 8.77416 -1.96351 -2.28260 -0.2354
C 9.15548 -1.69867 -3.72113 -0.3085
O 8.34301 -1.13909 -4.42994 0.1123
O 7.57493 -1.54229 -1.93574 0.0591
O 12.51620 -3.14743 -3.64637 0.0999
H 10.74400 -1.90855 -5.19815 0.1318
H 9.34393 -2.78559 -0.40121 0.1328
H 7.17428 -1.15314 -2.73961 0.1064
H 12.87496 -3.55977 -2.83499 0.1137
C 10.30165 4.34729 6.72547 0.0711
C 9.77760 3.22204 6.21792 -0.2311
C 8.40852 3.19676 5.58281 -0.2944
O 8.02150 2.13253 5.13213 0.1035
C 7.63602 4.42073 5.54552 0.0808
C 8.16061 5.54319 6.05601 -0.2270
C 9.53883 5.57724 6.66969 -0.3134
O 9.93840 6.64803 7.09221 0.1033
O 7.52226 6.70690 6.06476 0.1039
O 10.40643 2.05656 6.22897 0.1217
H 11.28122 4.37859 7.18083 0.1345
H 6.65214 4.38464 5.09815 0.1304
H 8.12948 7.34567 6.48927 0.1161
H 9.80433 1.41778 5.79692 0.1258
C -2.73278 0.99267 -1.80756 0.0794
C -3.71977 1.21173 -0.92851 -0.2344
C -4.98638 0.39502 -0.93417 -0.3082
O -5.82893 0.64561 -0.08461 0.0842
C -5.14560 -0.63491 -1.93382 0.0800
C -4.16169 -0.85719 -2.81841 -0.2025
C -2.87995 -0.05782 -2.79951 -0.3014
O -2.03629 -0.33897 -3.62819 0.1234
O -4.22656 -1.78021 -3.76440 0.1016
O -3.66744 2.15078 0.00991 0.1121
H -1.81844 1.56908 -1.81228 0.1374
H -6.06945 -1.19639 -1.93108 0.1126
H -3.37359 -1.70666 -4.24394 0.1235
H -4.50802 2.08366 0.50288 0.1168
C -9.04506 -0.38377 -0.93368 0.0829
C -10.03087 -0.15973 -0.05449 -0.2219
C -11.29711 -0.97839 -0.06249 -0.2798
O -12.13781 -0.71886 0.78707 0.0784
C -11.45900 -2.01134 -1.05823 0.0809
C -10.47260 -2.23358 -1.94136 -0.2256
C -9.19327 -1.43286 -1.92077 -0.2999
O -8.34157 -1.70589 -2.74796 0.1054
O -10.53707 -3.15622 -2.88704 0.1265
O -9.97728 0.78073 0.87903 0.1258
H -8.12592 0.18676 -0.94460 0.1169
H -12.38200 -2.57478 -1.05779 0.1302
H -9.69212 -3.10293 -3.37689 0.1237
H -10.81620 0.72185 1.37524 0.1222
C -16.90405 0.16497 1.88643 0.0677
C -15.83699 -0.32406 1.22907 -0.2289
C -15.98170 -1.39679 0.16904 -0.3045
O -14.97368 -1.77527 -0.39749 0.1051
C -17.30654 -1.91547 -0.11189 0.0707
C -18.36282 -1.42509 0.55053 -0.2383
C -18.22354 -0.33808 1.58804 -0.3214
O -19.24782 0.05404 2.12262 0.0949
O -19.60566 -1.84487 0.35444 0.1117
O -14.60439 0.08713 1.45271 0.1088
H -16.81484 0.93158 2.64291 0.1338
H -17.39786 -2.69192 -0.85818 0.1341
H -20.16220 -1.31817 0.96238 0.1187
H -14.00852 -0.42101 0.85409 0.0790
C 3.34373 11.45948 5.88544 0.0700
C 2.77469 10.41867 5.25960 -0.2355
C 3.39938 9.04350 5.26459 -0.3092
O 2.80179 8.15608 4.68561 0.1139
C 4.66428 8.86457 5.94935 0.0778
C 5.23277 9.90506 6.57123 -0.2318
C 4.59693 11.27223 6.58786 -0.3159
O 5.17856 12.15470 7.19435 0.1015
O 6.39071 9.82165 7.21833 0.1103
O 1.63221 10.50552 4.59432 0.1165
H 2.90383 12.44663 5.88938 0.1343
H 5.11556 7.88165 5.93628 0.1250
H 6.56445 10.71581 7.57273 0.1194
H 1.45506 9.60867 4.24639 0.1220
```

Summary:
Charge ... -1
HOMO energy ... -4.2 eV
Kohn-Sham gap ... 3.41 eV
E_tot ... -5170.64546 hartree